Record 1
{
  "formula": "C5H10O",
  "method": "ωB97M-V with the def2-TZVPD basis set",
  "species": ["C", "C", "C", "C", "O", "C", "H", "H", "H", "H", "H", "H", "H", "H", "H", "H"],
  "coordinates": [[-1.74753, 0.65161, -0.69287], [-0.41435, 0.28830, -0.07872], [-0.52775, -0.10613, 1.43308], [0.72811, -0.18017, -0.87228], [0.53374, 1.22170, -0.69746], [1.98119, -0.64454, -0.16913], [-1.61790, 0.79979, -1.76612], [-2.01420, 1.62035, -0.25058], [-2.56261, -0.04555, -0.48437], [0.51857, -0.65768, -1.82500], [-0.52958, 0.76490, 2.07817], [0.25085, -0.80995, 1.74706], [-1.48615, -0.63411, 1.60924], [1.88398, -1.70804, 0.04624], [2.83532, -0.47663, -0.83363], [2.16832, -0.08384, 0.75637]],
  "forces_ev_per_angstrom": [[0.02, -0.14, 0.01], [-0.52, -0.22, 0.50], [0.08, 0.20, -0.76], [-0.03, 0.00, 0.64], [0.02, -0.33, 0.82], [-0.08, -0.12, -0.30], [-0.18, -0.07, 0.06], [-0.09, -0.14, -0.15], [0.16, -0.07, -0.06], [0.14, 0.45, -0.37], [0.11, 0.17, 0.17], [-0.01, 0.37, -0.08], [0.40, 0.37, -0.38], [0.28, -0.12, 0.09], [-0.06, -0.16, 0.12], [-0.23, -0.19, -0.30]],
  "lumo_ev": 1.05,
  "relative_energy_ev": 1.400,
  "smiles": "C[C@@H]1OC1(C)C",
  "gap_ha": 0.405
}

Record 2
{
  "formula": "C31H59Br18N2",
  "method": "ωB97M-V with the def2-TZVPD basis set",
  "species": ["C", "C", "C", "C", "N", "C", "C", "N", "C", "C", "C", "C", "C", "C", "C", "H", "H", "H", "H", "H", "H", "H", "H", "H", "H", "H", "H", "H", "H", "H", "H", "H", "H", "H", "H", "H", "H", "H", "Br", "C", "C", "Br", "H", "H", "H", "H", "Br", "C", "C", "Br", "H", "H", "H", "H", "Br", "C", "C", "Br", "H", "H", "H", "H", "Br", "C", "C", "Br", "H", "H", "H", "H", "Br", "C", "C", "Br", "H", "H", "H", "H", "Br", "C", "C", "Br", "H", "H", "H", "H", "Br", "C", "C", "Br", "H", "H", "H", "H", "Br", "C", "C", "Br", "H", "H", "H", "H", "Br", "C", "C", "Br", "H", "H", "H", "H"],
  "coordinates": [[-2.42917, -1.92949, -0.88534], [-1.70629, -1.21784, -1.53003], [-0.91533, -0.42565, -2.61506], [-0.24593, 0.86543, -2.00375], [0.90630, 1.11280, -2.92707], [0.32997, 0.79270, -0.52615], [0.74139, 2.33115, -0.46306], [-0.09943, 3.02986, -1.17189], [-1.16501, 2.14151, -1.73531], [-2.01209, 2.64361, -2.94379], [-3.40875, 3.28753, -2.56482], [-4.23688, 2.49954, -1.48032], [-5.66182, 2.02265, -2.01958], [-5.40478, 0.81919, -3.01905], [-5.77344, -0.55958, -2.32757], [-3.08605, -2.70659, -0.46181], [-1.59387, -0.20497, -3.48836], [-0.12942, -1.11812, -3.01492], [1.64979, 0.48196, -2.61385], [0.61169, 0.83330, -3.86924], [-0.41577, 0.46396, 0.25425], [1.22730, 0.12961, -0.43374], [1.61650, 2.78645, 0.07066], [-0.04412, 4.04758, -1.29526], [-1.68851, 1.82141, -0.79429], [-2.21263, 1.83718, -3.70333], [-1.43029, 3.43306, -3.50729], [-4.00753, 3.33068, -3.52135], [-3.20902, 4.36274, -2.29155], [-3.73819, 1.56499, -1.10442], [-4.46189, 3.21889, -0.64664], [-6.26287, 2.85870, -2.45031], [-6.16885, 1.57163, -1.11702], [-4.35513, 0.77241, -3.41511], [-6.07155, 0.93887, -3.91829], [-6.87992, -0.71229, -2.25378], [-5.35539, -1.43777, -2.89992], [-5.37434, -0.60526, -1.27191], [4.19625, -0.91995, 3.76567], [3.22256, -2.02453, 2.49234], [3.96091, -2.13529, 1.18421], [3.77242, -0.50898, 0.12295], [2.22988, -1.59058, 2.39094], [3.14024, -3.00172, 2.96884], [3.53496, -2.92655, 0.56859], [5.02762, -2.31137, 1.30538], [4.43747, 3.17427, -1.49110], [5.07678, 4.32941, -0.05751], [4.87296, 3.69273, 1.29204], [3.00689, 3.80452, 1.84411], [4.56129, 5.28226, -0.16493], [6.13861, 4.47104, -0.25717], [5.42965, 4.23413, 2.05459], [5.15042, 2.64053, 1.32038], [6.55036, 6.73274, 2.95321], [4.77311, 6.64418, 3.75024], [4.62603, 7.63722, 4.87375], [5.52703, 7.02098, 6.48586], [4.61679, 5.61419, 4.06458], [4.08526, 6.87965, 2.93725], [3.57887, 7.74354, 5.15599], [5.03525, 8.61690, 4.63623], [1.40132, 6.60461, -1.93319], [2.31663, 8.27161, -2.37008], [3.68137, 8.32615, -1.73534], [3.56296, 8.73007, 0.16669], [1.66440, 9.08375, -2.05712], [2.39816, 8.27472, -3.45664], [4.27137, 9.13696, -2.16150], [4.23398, 7.39352, -1.82826], [-2.02212, -2.23637, 1.63074], [-3.78719, -2.32275, 2.45275], [-3.93454, -1.29876, 3.54893], [-3.00669, -1.85399, 5.16746], [-3.92564, -3.34482, 2.79840], [-4.48846, -2.11991, 1.64079], [-4.97980, -1.19792, 3.84067], [-3.54152, -0.32115, 3.27775], [4.56069, -4.14346, -1.89246], [4.74592, -6.08160, -1.81484], [4.66243, -6.58322, -0.39608], [6.31782, -6.24898, 0.57409], [5.68514, -6.32955, -2.30416], [3.91857, -6.47073, -2.40792], [4.53629, -7.66539, -0.37930], [3.86143, -6.11968, 0.17579], [5.64737, -4.73261, 5.30538], [5.47238, -3.38016, 6.69535], [4.43587, -3.77327, 7.71554], [2.63114, -3.50024, 7.03296], [5.24797, -2.43991, 6.19622], [6.45839, -3.31623, 7.15528], [4.50545, -3.13705, 8.59749], [4.50592, -4.81565, 8.01851], [-5.43058, -4.06201, -0.93328], [-7.22983, -3.53234, -1.46210], [-8.20214, -4.67282, -1.30662], [-8.00882, -5.96757, -2.74895], [-7.16354, -3.15980, -2.48153], [-7.49283, -2.71042, -0.79643], [-9.22848, -4.31438, -1.38127], [-8.07919, -5.21733, -0.37294], [-2.81440, -4.89393, -2.89030], [-3.54203, -6.64395, -3.33798], [-2.80429, -7.74498, -2.62120], [-1.07858, -8.10136, -3.45194], [-3.50332, -6.73554, -4.42117], [-4.58440, -6.60842, -3.01727], [-3.35327, -8.68352, -2.69284], [-2.61158, -7.52077, -1.57426]],
  "forces_ev_per_angstrom": [[-1.13, -1.08, -1.16], [0.68, 1.07, -2.25], [-1.34, -0.91, 2.27], [0.22, -1.06, -0.43], [-0.61, 0.42, 0.68], [1.28, 0.84, -0.95], [-0.75, -0.69, -0.11], [0.56, -0.60, 0.92], [0.29, -1.25, -0.83], [-0.21, 0.93, -0.08], [0.34, -0.15, -0.47], [-1.32, 0.82, -0.22], [1.54, -1.01, 0.45], [-1.23, -0.38, -0.13], [0.37, -0.02, -0.11], [0.74, 1.24, -0.98], [0.61, 0.00, 0.99], [-0.56, 0.71, 0.57], [-0.18, 0.24, -0.47], [0.43, 0.21, 0.44], [0.54, 0.64, -0.83], [-0.70, 0.70, 0.02], [-0.92, -0.42, -0.57], [0.04, -0.57, 0.01], [-0.53, 0.51, -1.32], [0.47, 0.47, 1.08], [-0.39, -0.89, 0.57], [0.62, -0.01, 0.95], [-0.42, -1.09, 0.06], [-0.26, 1.01, -0.24], [0.54, -0.90, -0.40], [0.53, -0.68, 0.36], [0.11, 0.75, -0.99], [-0.83, 0.20, 0.53], [0.69, -0.18, 0.75], [0.84, 0.37, -0.14], [-0.34, 0.91, 0.61], [-0.21, 0.03, -1.08], [-0.09, 0.10, -0.05], [0.16, -0.09, 0.26], [-0.23, -0.16, -0.05], [0.23, 0.07, -0.03], [0.09, -0.03, -0.05], [0.05, 0.03, -0.07], [0.03, 0.06, 0.05], [-0.10, 0.05, 0.02], [-0.18, 0.06, 0.00], [0.16, -0.10, -0.12], [0.09, 0.08, 0.05], [0.04, 0.01, 0.16], [0.00, -0.08, 0.10], [-0.05, -0.04, 0.09], [-0.01, 0.03, -0.06], [-0.08, 0.07, -0.07], [-0.02, -0.09, 0.01], [-0.01, 0.16, -0.28], [-0.08, -0.11, 0.31], [0.02, 0.07, -0.09], [0.00, 0.12, 0.09], [0.02, 0.02, 0.07], [0.04, -0.04, -0.09], [-0.01, -0.12, -0.06], [-0.03, -0.01, 0.06], [0.05, -0.05, -0.25], [0.07, 0.19, 0.21], [0.03, -0.14, -0.02], [0.09, -0.09, 0.06], [0.03, -0.04, 0.08], [-0.10, -0.04, -0.04], [-0.10, 0.06, -0.06], [0.51, -0.18, 2.30], [0.03, 0.15, -0.16], [-0.09, -0.12, 0.32], [0.02, 0.09, -0.09], [0.02, 0.12, 0.04], [0.02, 0.01, 0.04], [0.04, -0.04, -0.09], [-0.02, -0.12, -0.06], [0.08, 0.01, -0.06], [-0.27, 0.05, -0.08], [0.25, -0.19, 0.09], [-0.11, 0.09, 0.03], [-0.04, 0.02, 0.13], [0.03, 0.01, 0.08], [-0.01, 0.07, -0.07], [0.04, -0.01, -0.13], [-0.06, 0.12, -0.08], [0.24, -0.16, 0.00], [-0.17, 0.20, 0.08], [0.03, -0.08, 0.00], [-0.07, -0.10, 0.06], [-0.09, -0.03, 0.03], [0.04, -0.01, -0.08], [0.04, 0.08, -0.09], [-0.35, -0.02, 0.05], [0.00, 0.10, 0.37], [-0.17, -0.08, -0.22], [0.06, -0.01, 0.10], [-0.02, -0.12, 0.06], [-0.05, -0.07, -0.04], [0.09, 0.04, 0.00], [0.05, 0.10, -0.07], [0.38, -0.08, -0.28], [-0.20, 0.16, 0.18], [0.08, -0.22, -0.17], [0.00, 0.04, 0.09], [0.07, -0.05, 0.11], [0.06, -0.02, 0.03], [-0.02, 0.09, -0.02], [-0.05, 0.06, -0.11]],
  "total_charge": 1,
  "lumo_ev": -3.10,
  "relative_energy_ev": 0.000,
  "gap_ha": 0.290
}

Copy entry 1 word for word.
{
  "formula": "C5H10O",
  "method": "ωB97M-V with the def2-TZVPD basis set",
  "species": ["C", "C", "C", "C", "O", "C", "H", "H", "H", "H", "H", "H", "H", "H", "H", "H"],
  "coordinates": [[-1.74753, 0.65161, -0.69287], [-0.41435, 0.28830, -0.07872], [-0.52775, -0.10613, 1.43308], [0.72811, -0.18017, -0.87228], [0.53374, 1.22170, -0.69746], [1.98119, -0.64454, -0.16913], [-1.61790, 0.79979, -1.76612], [-2.01420, 1.62035, -0.25058], [-2.56261, -0.04555, -0.48437], [0.51857, -0.65768, -1.82500], [-0.52958, 0.76490, 2.07817], [0.25085, -0.80995, 1.74706], [-1.48615, -0.63411, 1.60924], [1.88398, -1.70804, 0.04624], [2.83532, -0.47663, -0.83363], [2.16832, -0.08384, 0.75637]],
  "forces_ev_per_angstrom": [[0.02, -0.14, 0.01], [-0.52, -0.22, 0.50], [0.08, 0.20, -0.76], [-0.03, 0.00, 0.64], [0.02, -0.33, 0.82], [-0.08, -0.12, -0.30], [-0.18, -0.07, 0.06], [-0.09, -0.14, -0.15], [0.16, -0.07, -0.06], [0.14, 0.45, -0.37], [0.11, 0.17, 0.17], [-0.01, 0.37, -0.08], [0.40, 0.37, -0.38], [0.28, -0.12, 0.09], [-0.06, -0.16, 0.12], [-0.23, -0.19, -0.30]],
  "lumo_ev": 1.05,
  "relative_energy_ev": 1.400,
  "smiles": "C[C@@H]1OC1(C)C",
  "gap_ha": 0.405
}